Molecular formula: C52H76CaN3O36
Method: DFT, wB97M-V/def2-TZVPD

## Properties
Highest occupied orbital energy (Ha): -0.3650
Frontier orbital gap (eV): 8.06
Total charge: +1

Atoms and positions in Å:
Ca (1.3977, -2.4441, 18.8310)
N (0.5290, -1.7977, 16.2893)
O (0.4182, -1.3647, 15.1929)
O (0.1668, -1.1608, 17.2910)
O (1.1354, -2.8195, 16.4962)
C (6.0013, 0.4989, 22.8362)
C (5.6054, -0.2773, 21.5595)
C (6.1233, -1.7443, 21.4463)
O (5.0259, -2.4155, 20.9468)
C (3.8887, -1.6603, 21.1863)
O (2.7352, -2.0436, 20.9288)
O (4.2656, -0.5314, 21.7051)
H (7.0424, 0.8204, 22.8668)
H (5.8478, -0.1341, 23.7102)
H (5.4187, 1.4165, 22.9185)
H (5.7425, 0.3602, 20.6861)
H (6.3603, -2.2084, 22.4037)
H (6.9654, -1.8948, 20.7708)
C (3.0629, 2.6923, 15.4701)
C (4.0027, 1.4850, 15.7377)
C (5.0970, 1.6988, 16.7593)
O (4.8688, 0.6608, 17.7165)
C (3.7563, 0.0023, 17.4091)
O (3.2195, -0.9148, 18.0326)
O (3.1849, 0.4623, 16.2843)
H (3.5839, 3.5182, 14.9858)
H (2.5013, 3.0118, 16.3479)
H (2.4109, 2.2733, 14.7037)
H (4.5056, 1.1222, 14.8413)
H (4.9837, 2.6707, 17.2396)
H (6.0615, 1.4463, 16.3187)
C (-0.6200, 3.9066, 21.5521)
C (-0.0212, 3.3069, 20.2988)
C (1.4122, 3.6653, 20.1458)
O (1.9870, 2.3648, 19.7977)
C (1.0742, 1.3488, 19.9999)
O (1.2781, 0.1748, 19.8437)
O (-0.0493, 1.8992, 20.4053)
H (-1.6835, 3.7449, 21.3764)
H (-0.4393, 4.9783, 21.6353)
H (-0.3395, 3.4909, 22.5199)
H (-0.6285, 3.5358, 19.4231)
H (1.8555, 3.9907, 21.0869)
H (1.5962, 4.3978, 19.3599)
C (-4.1656, -1.6040, 17.3532)
C (-3.5888, -1.9390, 16.0209)
C (-4.4502, -2.7588, 15.0512)
O (-4.4667, -1.9683, 13.8830)
C (-4.0063, -0.7936, 14.0111)
O (-4.0277, 0.1245, 13.2010)
O (-3.5609, -0.6971, 15.3540)
H (-3.7655, -0.6838, 17.7791)
H (-4.1222, -2.4866, 17.9912)
H (-5.1947, -1.2697, 17.2218)
H (-2.5926, -2.3659, 16.1374)
H (-5.4735, -2.9188, 15.3909)
H (-4.0658, -3.7421, 14.7804)
C (4.5440, -2.9467, 14.8545)
C (3.3922, -2.6552, 13.8966)
C (3.3301, -1.2147, 13.4897)
O (2.9821, -1.2937, 12.0657)
C (3.0907, -2.5521, 11.6999)
O (2.8321, -2.8970, 10.5403)
O (3.4990, -3.3641, 12.6753)
H (4.4662, -3.9442, 15.2870)
H (4.4219, -2.2661, 15.6971)
H (5.5096, -2.8733, 14.3542)
H (2.4447, -2.8997, 14.3767)
H (4.2264, -0.6012, 13.5804)
H (2.6057, -0.6580, 14.0843)
C (-0.8338, 1.6348, 13.8369)
C (-1.3159, 2.3626, 15.0514)
C (-1.0476, 1.7294, 16.3911)
O (-0.3677, 2.6516, 17.1038)
C (-0.1412, 3.7736, 16.3753)
O (0.4224, 4.7215, 16.8301)
O (-0.6721, 3.6244, 15.2108)
H (-1.4404, 0.7294, 13.8555)
H (0.2421, 1.4615, 13.8604)
H (-1.0516, 2.1870, 12.9228)
H (-2.4010, 2.4293, 14.9725)
H (-0.3642, 0.9071, 16.1792)
H (-1.9092, 1.3518, 16.9417)
C (-4.2757, -5.0695, 20.5402)
C (-3.1392, -5.7304, 19.7068)
C (-3.3910, -5.5035, 18.1484)
O (-2.2274, -4.8701, 17.6732)
C (-1.3537, -4.7021, 18.5998)
O (-0.2475, -4.2201, 18.4272)
O (-1.9223, -5.0652, 19.7979)
H (-4.2520, -3.9816, 20.6044)
H (-4.1546, -5.1054, 21.6228)
H (-5.2807, -5.3549, 20.2295)
H (-3.0938, -6.8087, 19.8588)
H (-4.2363, -4.8670, 17.8867)
H (-3.4975, -6.4966, 17.7118)
C (-4.3569, -0.8742, 21.0447)
C (-3.0022, -0.3970, 20.6393)
C (-2.1979, 0.0169, 21.8624)
O (-1.0371, -0.7769, 21.8805)
C (-1.1129, -1.5864, 20.8100)
O (-0.2477, -2.3235, 20.4885)
O (-2.2800, -1.4271, 20.1605)
H (-4.7057, -1.5201, 20.2390)
H (-5.0768, -0.1047, 21.3235)
H (-4.2648, -1.5717, 21.8772)
H (-3.0091, 0.4080, 19.9044)
H (-2.7550, -0.2157, 22.7700)
H (-2.0361, 1.0757, 21.6600)
C (-1.5038, -6.3390, 23.3494)
C (-0.7000, -5.2391, 24.0584)
C (-1.1810, -3.9138, 23.7073)
O (-1.1209, -3.2667, 24.9950)
C (-1.1144, -4.1723, 25.9119)
O (-1.2815, -3.9362, 27.1153)
O (-1.0205, -5.3607, 25.4213)
H (-2.5065, -6.0509, 23.0337)
H (-1.7032, -7.2449, 23.9218)
H (-1.0105, -6.6389, 22.4248)
H (0.3847, -5.3420, 24.0271)
H (-2.1733, -3.8114, 23.2681)
H (-0.3933, -3.4380, 23.1231)
C (5.7412, -7.7380, 19.3734)
C (5.8245, -6.2241, 19.2089)
C (6.3510, -5.7967, 17.8130)
O (5.5482, -4.6416, 17.5752)
C (4.4551, -4.6633, 18.3628)
O (3.5762, -3.8306, 18.3697)
O (4.4982, -5.6223, 19.2581)
H (6.7445, -8.1615, 19.4182)
H (5.1117, -8.2354, 18.6356)
H (5.3387, -7.9036, 20.3727)
H (6.4816, -5.8231, 19.9805)
H (6.2139, -6.5938, 17.0824)
H (7.4078, -5.5651, 17.9454)
C (1.8614, -7.9792, 23.1794)
C (2.3405, -7.6805, 21.7454)
C (1.2115, -7.9853, 20.7455)
O (0.8106, -6.7243, 20.1923)
C (1.6375, -5.7571, 20.5925)
O (1.6633, -4.6126, 20.2341)
O (2.3946, -6.2530, 21.6609)
H (1.4805, -9.0004, 23.1672)
H (0.9957, -7.3839, 23.4699)
H (2.7218, -7.8663, 23.8390)
H (3.2625, -8.2016, 21.4876)
H (0.3864, -8.5760, 21.1435)
H (1.6618, -8.5455, 19.9261)
N (1.1488, -7.3997, 17.3031)
C (1.2760, -6.3022, 16.5205)
C (2.5104, -6.2417, 15.8994)
C (3.2399, -7.3706, 16.3377)
C (2.2983, -8.0754, 17.1710)
H (0.4149, -7.7692, 17.8905)
H (0.4672, -5.5903, 16.4466)
H (2.8170, -5.4138, 15.2773)
H (4.2707, -7.5872, 16.0992)
H (2.4482, -8.9714, 17.7551)
N (8.3278, -0.2835, 16.6463)
C (7.6578, -0.5773, 17.8300)
C (7.1118, -1.8292, 17.7116)
C (7.5291, -2.3971, 16.5207)
C (8.2753, -1.4205, 15.8428)
H (8.9347, 0.4936, 16.4274)
H (7.6335, 0.1750, 18.6044)
H (6.3682, -2.2509, 18.3715)
H (7.2582, -3.3616, 16.1172)
H (8.7556, -1.4580, 14.8762)